{"formula": "C43H55AsCl3N5OPRuS2Se2Si", "method": "the ωB97M-V functional and the def2-TZVPD basis", "lumo_energy_ha": [-0.184, -0.178], "fmax_ha_per_bohr": 0.0561, "total_energy_ha": -11961.5300, "charge": 2, "spin_multiplicity": 2, "s2": 0.770, "orbital_gap_ev": [7.0860, 7.4883], "e_above_lowest_kj_mol": 79.32, "species": ["Ru", "C", "Si", "C", "C", "C", "C", "C", "C", "N", "C", "S", "H", "H", "H", "H", "H", "H", "H", "H", "H", "H", "H", "H", "Se", "P", "Se", "C", "C", "C", "C", "C", "C", "C", "C", "C", "C", "C", "C", "H", "H", "H", "H", "H", "H", "H", "H", "H", "H", "Cl", "C", "C", "C", "C", "C", "C", "N", "C", "C", "N", "C", "O", "C", "C", "C", "Cl", "S", "C", "C", "C", "Cl", "C", "H", "H", "H", "H", "H", "H", "H", "H", "H", "H", "H", "H", "H", "N", "C", "C", "N", "C", "C", "H", "H", "H", "H", "H", "H", "H", "H", "H", "H", "H", "C", "As", "C", "C", "H", "H", "H", "H", "H", "H", "H", "H", "H"], "positions_angstrom": [[1.03, -0.21, 0.44], [5.11, -4.26, 1.20], [4.23, -4.31, 2.84], [3.69, -6.07, 3.15], [5.34, -3.70, 4.20], [2.65, -3.27, 2.97], [1.92, -3.38, 4.16], [0.77, -2.62, 4.39], [0.36, -1.75, 3.40], [1.03, -1.64, 2.25], [2.14, -2.34, 2.05], [2.86, -1.90, 0.52], [5.96, -4.95, 1.25], [5.50, -3.27, 0.95], [4.47, -4.58, 0.37], [4.56, -6.74, 3.14], [2.99, -6.42, 2.38], [3.20, -6.19, 4.13], [6.24, -4.32, 4.27], [4.84, -3.73, 5.17], [5.66, -2.67, 4.02], [2.26, -4.06, 4.93], [0.22, -2.69, 5.32], [-0.52, -1.13, 3.51], [-1.17, 0.60, -0.85], [0.07, 0.63, -2.62], [2.11, 0.21, -2.01], [-0.06, 2.20, -3.50], [-1.12, 3.07, -3.24], [-1.22, 4.25, -3.95], [-0.27, 4.57, -4.91], [0.79, 3.70, -5.17], [0.90, 2.51, -4.46], [-0.49, -0.65, -3.79], [0.40, -1.17, -4.73], [-0.04, -2.12, -5.65], [-1.36, -2.55, -5.63], [-2.25, -2.04, -4.68], [-1.82, -1.09, -3.77], [-1.84, 2.82, -2.47], [-2.03, 4.94, -3.75], [-0.35, 5.49, -5.47], [1.52, 3.95, -5.92], [1.74, 1.85, -4.64], [1.43, -0.84, -4.74], [0.65, -2.51, -6.39], [-1.70, -3.28, -6.35], [-3.28, -2.38, -4.67], [-2.51, -0.68, -3.04], [-5.26, -1.45, -2.10], [-5.02, -0.12, -1.00], [-4.29, 0.98, -1.40], [-4.02, 1.98, -0.48], [-4.48, 1.92, 0.83], [-4.08, 3.01, 1.81], [-3.45, 2.46, 3.11], [-2.06, 2.09, 2.86], [-0.95, 2.83, 3.21], [0.12, 2.16, 2.71], [-0.31, 1.02, 2.05], [-1.62, 1.02, 2.17], [-3.12, 3.81, 1.19], [-3.08, 5.19, 1.56], [-2.07, 5.84, 0.67], [-2.18, 7.08, 0.13], [-3.47, 8.18, 0.36], [-0.85, 7.49, -0.87], [-0.12, 5.97, -0.59], [-0.86, 5.20, 0.24], [-5.33, 0.86, 1.15], [-6.20, 0.81, 2.66], [-5.58, -0.18, 0.26], [-3.92, 1.05, -2.42], [-3.42, 2.83, -0.78], [-4.96, 3.60, 2.09], [-4.00, 1.61, 3.49], [-3.45, 3.23, 3.88], [-1.02, 3.75, 3.77], [1.15, 2.42, 2.81], [-2.29, 0.27, 1.77], [-2.78, 5.30, 2.61], [-4.06, 5.65, 1.44], [0.83, 5.73, -1.06], [-0.59, 4.19, 0.54], [-6.22, -1.00, 0.55], [-1.06, -4.94, -1.63], [-0.02, -4.26, -2.49], [0.84, -3.38, -1.59], [0.03, -2.40, -0.87], [-1.01, -3.04, -0.06], [-1.91, -3.93, -0.90], [-0.57, -5.50, -0.94], [-1.64, -5.57, -2.18], [-0.55, -3.66, -3.24], [0.56, -5.02, -3.00], [1.58, -2.86, -2.19], [1.38, -4.00, -0.87], [-0.42, -1.79, -1.54], [-1.61, -2.27, 0.41], [-0.52, -3.62, 0.73], [-2.44, -3.34, -1.65], [-2.64, -4.47, -0.29], [4.67, 0.81, 0.37], [2.96, 1.21, 1.17], [2.90, 3.12, 0.81], [3.46, 1.08, 3.04], [5.40, 1.55, 0.73], [4.61, 0.87, -0.72], [4.98, -0.19, 0.65], [3.47, 3.64, 1.57], [1.88, 3.50, 0.79], [3.36, 3.29, -0.16], [3.93, 2.01, 3.35], [4.18, 0.26, 3.13], [2.61, 0.86, 3.68]]}